{"formula": "C89H204N12O14", "method": "the ωB97M-V functional and the def2-TZVPD basis", "elements": ["C", "C", "C", "O", "C", "N", "H", "H", "H", "H", "H", "H", "H", "H", "H", "H", "H", "C", "C", "C", "O", "C", "N", "H", "H", "H", "H", "H", "H", "H", "H", "H", "H", "H", "C", "C", "C", "O", "C", "N", "H", "H", "H", "H", "H", "H", "H", "H", "H", "H", "H", "C", "C", "C", "O", "C", "N", "H", "H", "H", "H", "H", "H", "H", "H", "H", "H", "H", "C", "C", "C", "O", "C", "N", "H", "H", "H", "H", "H", "H", "H", "H", "H", "H", "H", "C", "C", "C", "C", "C", "C", "N", "O", "C", "C", "C", "H", "H", "H", "H", "H", "H", "H", "H", "H", "H", "H", "H", "H", "H", "H", "H", "H", "H", "H", "C", "C", "C", "C", "C", "C", "N", "O", "C", "C", "C", "H", "H", "H", "H", "H", "H", "H", "H", "H", "H", "H", "H", "H", "H", "H", "H", "H", "H", "H", "C", "C", "C", "C", "C", "C", "N", "O", "C", "C", "C", "H", "H", "H", "H", "H", "H", "H", "H", "H", "H", "H", "H", "H", "H", "H", "H", "H", "H", "H", "C", "C", "C", "C", "C", "C", "N", "O", "C", "C", "C", "H", "H", "H", "H", "H", "H", "H", "H", "H", "H", "H", "H", "H", "H", "H", "H", "H", "H", "H", "C", "C", "C", "C", "C", "C", "N", "O", "C", "C", "C", "H", "H", "H", "H", "H", "H", "H", "H", "H", "H", "H", "H", "H", "H", "H", "H", "H", "H", "H", "C", "C", "C", "C", "C", "C", "N", "O", "C", "C", "C", "H", "H", "H", "H", "H", "H", "H", "H", "H", "H", "H", "H", "H", "H", "H", "H", "H", "H", "H", "C", "C", "C", "C", "C", "C", "N", "O", "C", "C", "C", "H", "H", "H", "H", "H", "H", "H", "H", "H", "H", "H", "H", "H", "H", "H", "H", "H", "H", "H", "C", "C", "C", "O", "H", "H", "H", "H", "H", "H", "H", "H", "C", "C", "C", "O", "H", "H", "H", "H", "H", "H", "H", "H"], "coordinates": [[1.88484, -2.79019, 4.90163], [1.95621, -2.79776, 6.42445], [2.84906, -3.94047, 6.90845], [2.25390, -5.18871, 6.67532], [3.02642, -6.26378, 7.12052], [2.55134, -1.54137, 6.87848], [2.86823, -2.62374, 4.39582], [1.28863, -1.98486, 4.54039], [1.53614, -3.82469, 4.65760], [0.95544, -2.90811, 6.88376], [3.05964, -3.88249, 7.98781], [3.80046, -3.81209, 6.40402], [2.41724, -7.16266, 7.29671], [3.52297, -6.08027, 8.09195], [3.81439, -6.41390, 6.37751], [3.47900, -1.43744, 6.46311], [2.63559, -1.55435, 7.86851], [-4.84843, -3.18631, 1.52728], [-4.10469, -4.15899, 0.63709], [-5.08967, -4.97562, -0.25407], [-4.44048, -5.88838, -1.04675], [-5.39112, -6.65608, -1.68935], [-3.02882, -3.40911, -0.12612], [-4.07874, -2.68188, 2.17494], [-5.53275, -3.64358, 2.25143], [-5.47802, -2.46731, 0.98811], [-3.68209, -4.89346, 1.33141], [-5.67602, -4.33708, -0.92014], [-5.73802, -5.45896, 0.50863], [-5.92488, -6.10884, -2.50965], [-6.12243, -6.96559, -0.94823], [-4.98676, -7.53027, -2.12413], [-3.38521, -2.98451, -0.99188], [-2.29742, -4.04852, -0.40189], [1.34253, 6.89626, 5.58990], [-0.00918, 6.69612, 4.93262], [-0.17687, 5.26308, 4.56869], [-1.48206, 4.91067, 4.15220], [-1.57677, 3.58489, 3.66581], [-1.05233, 7.22295, 5.71861], [1.74531, 7.86384, 5.43602], [2.04000, 6.23788, 5.12702], [1.30351, 6.69279, 6.65016], [-0.01496, 7.23234, 3.98638], [0.07792, 4.62714, 5.43678], [0.59613, 4.98560, 3.82468], [-1.53050, 2.86059, 4.48026], [-0.75724, 3.37358, 2.93685], [-2.48101, 3.47981, 3.08592], [-1.13766, 6.77918, 6.60762], [-2.00691, 7.14703, 5.37448], [-1.48626, -7.38676, 5.61216], [-1.07660, -6.10966, 6.30142], [-1.26098, -4.93968, 5.34640], [-2.56715, -5.02681, 4.84130], [-3.00595, -3.98143, 4.05782], [-1.68886, -6.02665, 7.57900], [-2.57040, -7.42075, 5.66604], [-1.10623, -8.15931, 6.21978], [-1.17928, -7.42685, 4.58851], [-0.00641, -6.07868, 6.40365], [-0.59602, -4.97886, 4.52319], [-1.08761, -3.92187, 5.72624], [-2.45709, -3.86617, 3.11937], [-2.99443, -3.01330, 4.60070], [-3.99861, -4.25145, 3.67050], [-1.29087, -5.27078, 8.16474], [-2.71328, -6.05639, 7.54013], [-1.71675, -7.68080, -2.60655], [-0.84791, -6.98931, -1.59683], [-0.25038, -5.65247, -2.11577], [0.73496, -5.94173, -3.10582], [1.22406, -4.76751, -3.73046], [-1.47739, -6.78233, -0.26850], [-2.53391, -6.99883, -2.80385], [-2.09105, -8.61240, -2.19992], [-1.12867, -7.88832, -3.50336], [0.09238, -7.53717, -1.35109], [0.18787, -5.03632, -1.30355], [-1.05683, -4.97712, -2.53218], [1.52264, -4.04035, -2.89864], [0.42514, -4.20024, -4.28083], [2.11003, -5.05438, -4.23039], [-2.50039, -6.78699, -0.31397], [-1.14105, -7.46043, 0.39035], [-1.62095, 6.51868, -0.95829], [-0.28889, 5.73569, -0.65617], [-0.36922, 4.35286, -1.25080], [-0.12421, 4.34700, -2.77638], [1.17405, 5.10965, -3.16149], [1.32257, 6.45115, -2.52148], [0.97072, 6.35493, -1.11077], [1.01415, 7.65606, -0.47646], [2.73959, 6.99670, -2.67549], [0.34403, 7.39381, -3.26189], [-0.26352, 5.47621, 0.86541], [-2.06332, 6.13445, -1.86058], [-1.51494, 7.56166, -1.02618], [-2.27463, 6.33348, -0.10606], [0.38169, 3.78645, -0.74142], [-1.31889, 3.93676, -0.95734], [-0.95140, 4.84891, -3.28931], [-0.13885, 3.36507, -3.22504], [1.26977, 5.09428, -4.24895], [2.08136, 4.51497, -2.85824], [2.90123, 7.44744, -3.67717], [3.01090, 7.82647, -1.97516], [3.51564, 6.22609, -2.55033], [-0.71581, 7.11590, -3.10915], [0.44902, 8.38737, -2.86165], [0.55875, 7.43237, -4.33438], [-0.41543, 6.40274, 1.41592], [0.67134, 5.04015, 1.17661], [-1.03123, 4.74402, 1.10203], [0.32094, 8.22211, -0.88435], [-0.14132, -2.16234, 1.80915], [-0.62963, -0.67771, 1.86623], [0.57090, 0.20797, 2.00774], [1.49256, 0.26729, 0.80844], [0.59009, 0.64172, -0.40260], [-0.56641, -0.29498, -0.66666], [-1.31734, -0.29734, 0.59775], [-2.63638, -0.79915, 0.59016], [-1.44686, 0.31422, -1.71137], [-0.05432, -1.68104, -1.17728], [-1.58785, -0.45018, 3.08363], [0.72493, -2.31371, 1.16428], [-0.88263, -2.80573, 1.37798], [0.11850, -2.51842, 2.80928], [0.23670, 1.22163, 2.19812], [1.12337, -0.09790, 2.91417], [1.90363, -0.71776, 0.66588], [2.32580, 0.94893, 1.03522], [1.20197, 0.71033, -1.38076], [0.03493, 1.59531, -0.21870], [-2.39048, -0.26893, -1.83317], [-1.69606, 1.36192, -1.59592], [-1.00959, 0.24953, -2.71225], [-0.83981, -2.42455, -0.98132], [0.00962, -1.62756, -2.28918], [0.88638, -2.00722, -0.72886], [-1.79402, 0.60795, 3.16642], [-1.02768, -0.64876, 3.96935], [-2.50313, -1.02669, 3.07589], [-2.56783, -1.79765, 0.48822], [-4.08111, 3.97935, -9.44688], [-4.18245, 3.46312, -8.01458], [-4.87971, 2.09267, -8.00505], [-4.87652, 1.38788, -6.64886], [-3.38266, 1.18123, -6.31589], [-2.53572, 2.47260, -6.23547], [-2.78999, 3.21699, -7.50526], [-2.02019, 4.39902, -7.65148], [-3.04104, 3.20520, -4.99819], [-1.05258, 2.13014, -6.14630], [-5.00294, 4.44724, -7.21182], [-3.77004, 4.99731, -9.52020], [-5.06199, 3.81492, -9.93707], [-3.27189, 3.39619, -9.91541], [-5.92213, 2.22774, -8.31928], [-4.33747, 1.51629, -8.76136], [-5.46702, 0.45898, -6.64957], [-5.36911, 2.08929, -5.95686], [-2.90672, 0.64478, -7.11176], [-3.19091, 0.53496, -5.41787], [-2.88783, 4.29577, -5.06624], [-4.06955, 3.05308, -4.75227], [-2.47643, 2.85155, -4.13183], [-0.64603, 1.64343, -7.04465], [-0.42027, 2.99846, -5.96693], [-0.88498, 1.39915, -5.35755], [-5.34469, 4.08246, -6.23462], [-5.85838, 4.69703, -7.79527], [-4.41297, 5.34375, -7.01671], [-1.54158, 4.25683, -8.49110], [-5.21376, 0.93063, -0.41670], [-5.05330, 2.34249, 0.30476], [-6.44578, 2.96874, 0.36744], [-7.35895, 2.27422, 1.36932], [-6.67997, 2.20005, 2.75554], [-5.25575, 1.60050, 2.74293], [-4.51529, 2.26687, 1.66348], [-3.11985, 1.91615, 1.67353], [-4.61810, 1.94433, 4.08834], [-5.35331, 0.04029, 2.72311], [-4.19093, 3.27994, -0.56811], [-4.32975, 0.35276, -0.26642], [-5.34529, 1.18724, -1.46802], [-6.08905, 0.41145, -0.07768], [-6.33864, 3.99706, 0.69002], [-6.93847, 2.96112, -0.58645], [-7.48337, 1.26804, 0.93122], [-8.32492, 2.80029, 1.45345], [-7.35654, 1.59358, 3.43793], [-6.74871, 3.23939, 3.14343], [-3.76916, 1.33657, 4.35452], [-4.34844, 2.98704, 4.17986], [-5.36670, 1.85990, 4.89998], [-5.72785, -0.38272, 3.69301], [-5.85939, -0.40149, 1.85898], [-4.32037, -0.28974, 2.64477], [-4.76244, 3.46497, -1.48172], [-3.21057, 2.82415, -0.78984], [-4.04961, 4.20644, -0.06961], [-2.94878, 1.04115, 1.25771], [4.14709, 0.48550, -5.81943], [3.21019, 0.86663, -4.57811], [1.97629, -0.06601, -4.57170], [2.35658, -1.46626, -4.02845], [3.07287, -1.37267, -2.65337], [4.29678, -0.47543, -2.70483], [3.92841, 0.84850, -3.29579], [4.87393, 1.88910, -3.19664], [4.82457, -0.17739, -1.25544], [5.44466, -1.11711, -3.39839], [2.72823, 2.32214, -4.81221], [4.42814, -0.59318, -5.78541], [5.08052, 1.12775, -5.85002], [3.55955, 0.58393, -6.72126], [1.14093, 0.30762, -3.98010], [1.45612, -0.17067, -5.50987], [3.08821, -1.92696, -4.73187], [1.54474, -2.21091, -4.16417], [3.31220, -2.39572, -2.40104], [2.43351, -1.03154, -1.81626], [5.60043, 0.52624, -1.30363], [4.04816, 0.22394, -0.62887], [5.21419, -1.03907, -0.74932], [5.96828, -1.80030, -2.68797], [5.16558, -1.79630, -4.20995], [6.15528, -0.35464, -3.70276], [3.51758, 3.02667, -4.61797], [1.95066, 2.48883, -4.06244], [2.18744, 2.50861, -5.73402], [5.58379, 1.83758, -3.90181], [4.29813, -5.82568, -1.56829], [4.86629, -5.41810, -0.11344], [4.57296, -3.95247, 0.14042], [3.06405, -3.71341, 0.42133], [2.72136, -4.50924, 1.61164], [2.94072, -6.02125, 1.42902], [4.33484, -6.26220, 1.00583], [4.60553, -7.67660, 0.79018], [2.79207, -6.76088, 2.85770], [1.76367, -6.52599, 0.49704], [6.38393, -5.58671, -0.14851], [3.23918, -5.65612, -1.55442], [4.49893, -6.85151, -1.87536], [4.77072, -5.20949, -2.34285], [5.20584, -3.57355, 0.93388], [4.88571, -3.41683, -0.78870], [2.51018, -4.03862, -0.49676], [2.85624, -2.67304, 0.60233], [1.71922, -4.36561, 1.94149], [3.34990, -4.19418, 2.44381], [2.94646, -5.99138, 3.62391], [1.76291, -7.06176, 3.08544], [3.38930, -7.65653, 3.04231], [0.78866, -6.29635, 0.96837], [1.87033, -6.06200, -0.43674], [1.87591, -7.61711, 0.31739], [6.81665, -6.53462, -0.42649], [6.80270, -5.33485, 0.82552], [6.79319, -4.83593, -0.85611], [4.33046, -7.84932, -0.12595], [3.46581, 6.14505, 2.09740], [4.06998, 4.79735, 1.67617], [3.22089, 4.33333, 0.47920], [3.84218, 3.23346, -0.36039], [5.23404, 3.63149, -0.82722], [6.18205, 4.10276, 0.33498], [5.41700, 5.01399, 1.23662], [6.31838, 5.51828, 2.28743], [6.63821, 2.78965, 1.00271], [7.33117, 4.82527, -0.39714], [3.90474, 3.72880, 2.83043], [3.30675, 6.76861, 1.20256], [4.12701, 6.68897, 2.76213], [2.44557, 6.07500, 2.48461], [2.27120, 3.87758, 0.81572], [3.00986, 5.14464, -0.19615], [3.17312, 2.95016, -1.19309], [3.89541, 2.36337, 0.25863], [5.08706, 4.44882, -1.54356], [5.68212, 2.80527, -1.40269], [5.74369, 2.20868, 1.20501], [7.28853, 2.13324, 0.37872], [7.08422, 2.98496, 1.98339], [6.90312, 5.66157, -0.95785], [8.10821, 5.22966, 0.23031], [7.70310, 4.12717, -1.12325], [4.66204, 3.85418, 3.60622], [4.01979, 2.75163, 2.39568], [2.94791, 3.80683, 3.31148], [6.50957, 4.84236, 2.94553], [0.97819, 1.94410, 7.62854], [0.79372, 1.42460, 6.17016], [2.00607, 1.72627, 5.29372], [0.36884, 0.08921, 6.04952], [0.03638, 1.96111, 8.17923], [1.47744, 2.89970, 7.58790], [1.71062, 1.36572, 8.24937], [-0.01392, 1.98460, 5.61485], [1.99402, 1.56884, 4.20263], [2.91267, 1.10575, 5.60225], [2.44609, 2.74824, 5.37614], [1.14827, -0.49227, 6.19187], [-3.26486, -4.45717, -4.59034], [-3.27726, -3.14616, -3.72470], [-3.12464, -1.86884, -4.50977], [-4.46711, -3.07912, -2.97228], [-3.49981, -5.36502, -4.00194], [-2.27997, -4.61312, -5.02409], [-3.98806, -4.35330, -5.41488], [-2.53901, -3.21302, -2.90464], [-3.81289, -1.90231, -5.37917], [-2.05701, -1.74434, -4.87809], [-3.33118, -0.97335, -3.93211], [-5.25532, -2.78143, -3.45283]], "forces_ev_per_a": [[0.7, -1.5, 0.2], [0.7, -0.1, 0.2], [-0.4, -0.1, 0.5], [-0.8, 0.2, -0.1], [0.7, -0.4, 0.4], [-0.1, 0.1, -0.9], [-0.4, -0.3, 0.7], [-1.0, 0.3, -0.3], [0.0, 1.0, -0.5], [0.3, 0.1, -0.4], [-0.1, 0.4, 0.0], [0.5, -0.3, -0.4], [0.0, 0.4, -0.6], [-0.2, 0.3, -0.2], [0.1, -0.6, 0.1], [-0.2, 0.0, 0.2], [0.2, 0.2, 0.9], [0.2, 0.8, 0.9], [-0.2, 0.1, -1.2], [0.2, 1.7, 1.7], [1.3, -0.6, -0.2], [-1.5, 0.3, -0.7], [-0.7, -0.6, 0.5], [-0.9, 0.0, -0.9], [0.1, -0.4, -0.3], [0.5, 0.1, -0.1], [0.7, 0.1, -0.4], [-0.2, 0.4, 0.3], [-0.1, -0.1, -0.6], [0.3, -0.1, 0.6], [-0.4, -0.2, 0.0], [0.9, -0.9, -0.4], [-0.3, -0.4, 0.5], [0.1, -0.4, 0.0], [-0.5, -0.4, -0.1], [0.1, 0.2, -1.1], [0.4, -2.2, 0.3], [0.3, 0.6, -0.3], [0.9, 0.3, -0.7], [-1.7, 1.3, 1.1], [0.1, 1.2, 0.0], [0.7, -0.8, -0.2], [0.0, -0.1, 0.4], [0.0, 0.3, -0.2], [0.0, 0.1, 0.2], [-0.4, 0.1, -0.2], [-0.1, -0.1, 0.0], [-0.2, 0.0, 0.5], [-0.3, 0.1, 0.2], [0.5, -0.4, 0.8], [0.5, -0.1, -0.8], [-0.8, 0.9, 0.6], [0.9, 1.0, -1.3], [-1.3, 0.7, 0.1], [-0.6, -0.6, 0.3], [-0.5, 0.4, -0.6], [-0.2, 0.4, 1.3], [-0.2, -0.2, -0.3], [0.5, -1.3, 0.3], [0.3, -0.2, -0.6], [0.7, -0.4, 0.6], [1.1, -0.5, -1.1], [-0.1, -0.1, 0.7], [0.7, 0.1, 0.0], [-0.2, -0.3, -0.3], [0.0, 0.3, 0.8], [-0.9, -0.7, -0.6], [0.7, 0.4, 0.1], [0.5, 0.1, 0.0], [1.9, 0.7, 1.5], [-0.9, 0.6, -0.3], [-0.6, 0.2, 0.0], [-1.2, 1.2, 2.6], [-0.5, 0.6, -0.9], [-0.4, -0.1, -0.4], [-0.2, -0.2, 0.0], [-0.3, 0.1, -0.1], [-0.7, -0.2, -0.5], [0.0, -0.5, -0.1], [0.4, -0.7, 0.0], [-0.1, -0.7, -0.9], [0.7, -0.8, -0.1], [0.6, 0.0, -1.1], [0.5, -0.1, 0.0], [-0.1, -0.2, 0.2], [0.7, -1.7, 0.7], [-0.6, 0.1, 0.2], [0.4, 0.1, -1.5], [0.0, 1.1, 0.2], [1.0, -2.7, 0.6], [-1.2, 1.5, -0.9], [-0.3, 0.8, 1.6], [0.1, -0.2, -0.6], [1.1, 0.9, 0.0], [-0.5, 0.0, 0.0], [0.2, 0.7, -0.3], [-0.4, 0.0, -0.3], [0.2, 1.4, -0.2], [-0.2, -0.1, -0.2], [0.7, -0.7, 0.1], [-0.5, -0.3, -0.2], [-0.1, 0.1, 0.1], [0.3, -0.6, 0.1], [-0.1, 0.6, 0.0], [-0.9, 0.2, 0.1], [-0.3, -0.5, 0.3], [-0.6, -0.8, -0.3], [-0.3, 0.0, 0.1], [0.7, 0.0, -0.3], [0.1, 0.7, 0.0], [0.0, 0.0, 0.2], [-0.1, -0.1, 0.2], [0.4, 0.0, 0.0], [-0.3, 0.2, 0.1], [0.4, -0.6, 0.2], [0.1, 0.5, 0.4], [-0.7, -1.2, -0.6], [0.8, 0.6, 1.1], [-1.2, 0.1, -0.4], [1.4, 1.2, -1.1], [0.3, -1.1, 0.7], [0.0, 0.8, 1.4], [0.7, -1.1, -0.7], [-1.3, -0.6, -1.6], [-1.1, 0.2, -0.7], [1.1, 0.2, -1.0], [0.1, 0.3, 0.3], [-0.7, -0.4, 0.0], [-0.1, 0.0, -0.1], [-0.2, 0.4, 0.2], [-0.2, 0.0, -0.2], [0.5, -0.4, -0.3], [-0.3, 0.0, -0.5], [-0.8, 0.2, 1.4], [1.0, -0.3, 0.0], [0.5, 0.5, 0.4], [-0.1, 0.2, 0.6], [0.4, 0.0, 0.1], [0.3, 0.0, 0.1], [0.4, -0.1, 0.7], [-0.2, 0.0, -0.3], [-0.4, 0.3, -0.3], [0.5, -0.5, 0.8], [0.0, -0.1, -0.2], [-0.5, 0.5, 0.0], [0.1, -1.4, -0.1], [0.5, -0.5, 1.2], [-0.3, -0.1, -0.5], [0.9, 0.7, -0.2], [0.3, -0.7, 0.7], [-1.5, 0.6, -0.3], [-0.5, -0.9, -1.0], [0.3, 0.0, 0.1], [1.4, 1.1, 0.7], [0.3, -0.3, -0.3], [0.6, 0.3, 1.0], [-0.1, 0.9, 0.2], [0.7, 0.2, 0.0], [-0.5, 0.0, -0.3], [0.2, 0.1, -0.2], [-0.3, -0.4, 0.1], [0.4, 0.2, -0.1], [0.2, -0.5, 0.1], [0.0, -0.7, -0.8], [-0.3, 1.0, -0.5], [0.1, -0.4, 0.0], [-0.7, -0.2, -0.1], [0.0, 0.1, 0.1], [-0.5, 0.2, -0.1], [-0.1, 0.1, 0.2], [-0.1, 0.1, 0.4], [0.1, 0.0, -0.3], [-0.8, 0.4, -0.4], [-0.1, 0.1, -0.1], [-0.3, 0.0, 0.7], [0.3, 2.1, 0.0], [-0.5, -1.1, -0.7], [-0.1, 0.3, 1.3], [0.6, -0.6, -0.1], [-1.6, 0.0, 0.0], [-1.1, -0.2, 0.6], [0.7, 0.0, 0.1], [-0.6, -0.1, -0.3], [-0.8, 0.5, 0.8], [0.7, 0.1, 0.0], [-0.1, -1.5, -0.1], [0.5, -0.6, -0.1], [0.1, -0.4, -0.2], [-0.3, -0.3, 0.2], [0.1, 0.5, -0.1], [0.1, 0.0, -0.7], [-0.6, 0.2, 0.6], [0.3, -0.4, -0.1], [1.0, 0.5, -0.6], [0.6, -0.5, 0.0], [0.4, -0.3, -0.1], [0.3, 0.3, -0.4], [0.2, -0.5, -0.4], [0.0, 0.6, -0.9], [-0.2, 0.3, 0.3], [0.1, -0.3, 0.0], [0.3, 0.0, -0.1], [-0.4, 0.2, 0.0], [0.2, 0.9, 0.6], [-0.5, 0.3, 0.1], [0.2, -0.5, 1.2], [0.4, 0.8, -2.1], [0.2, -1.1, 1.2], [0.6, 0.0, -0.9], [-1.5, 0.1, -0.3], [0.8, 1.1, 1.4], [-1.5, -0.4, 0.1], [0.8, -0.7, -0.7], [-1.5, -0.5, -0.7], [1.2, -1.7, 0.0], [-0.9, -0.7, 1.1], [0.1, 0.9, 0.1], [-1.1, -0.7, -0.1], [0.0, 0.4, -0.3], [0.3, 0.5, 0.7], [0.5, 0.1, -1.0], [-0.1, 0.4, 0.3], [0.1, 0.7, 0.9], [0.7, -0.3, 0.3], [0.0, 0.1, -0.7], [1.1, 1.1, -0.1], [-0.5, 0.3, 0.2], [0.1, -0.8, 0.0], [-0.2, 0.6, -0.4], [0.1, 0.5, -0.2], [0.2, -0.1, -0.3], [0.2, 0.3, -0.3], [0.1, 0.2, 0.3], [0.4, -0.3, -0.5], [-1.0, -0.4, 0.7], [0.7, 0.6, 1.2], [0.3, -2.0, -1.2], [-0.8, 0.6, -1.1], [1.1, -0.3, -1.6], [0.6, -1.3, 1.1], [-1.1, -1.7, 1.1], [0.0, 0.3, -0.5], [-0.4, 1.4, -0.2], [-0.7, 1.2, -0.4], [1.3, -1.1, 1.6], [0.6, 1.2, -0.1], [-0.4, 0.0, -0.5], [0.0, -0.2, 0.3], [-0.1, 0.1, 0.3], [0.0, 0.0, 0.4], [-0.2, -0.2, 0.6], [0.1, 0.4, 0.8], [0.0, 0.6, -0.1], [-1.0, 0.1, 0.2], [0.2, 0.2, 0.1], [0.6, -0.3, 0.1], [-0.1, 0.0, -0.5], [0.3, 0.4, -0.4], [0.6, -0.1, -0.4], [-0.4, 0.6, -1.3], [-0.3, 0.5, 0.3], [-0.4, -0.5, -0.2], [-0.1, 0.0, 0.1], [-0.2, -0.3, 0.2], [-0.1, -0.1, 0.2], [-0.1, 0.5, -0.7], [-1.5, -0.6, 0.9], [0.0, -1.1, -0.4], [0.3, 0.1, 0.0], [-0.4, 0.4, 0.0], [-0.8, -0.7, -1.0], [2.5, 0.3, -0.2], [-1.0, 0.2, -1.2], [0.0, 0.0, 0.4], [-1.1, 0.5, 0.4], [0.9, 1.0, -0.7], [0.4, -0.1, 0.2], [-0.1, 0.0, 0.3], [0.2, -0.4, 0.4], [0.2, 0.7, 0.2], [-0.3, 0.6, 0.1], [0.3, 0.2, 0.1], [0.2, -0.9, 0.4], [0.2, 0.1, 0.1], [0.1, 0.4, 0.5], [-0.1, -0.2, 0.1], [-0.2, 0.8, 0.4], [0.4, -0.2, -0.2], [0.0, 0.0, 0.1], [0.3, -0.1, 0.3], [0.5, -0.3, -0.3], [0.1, 0.0, 0.0], [0.0, -0.6, 0.0], [-0.6, 0.1, 0.1], [-0.3, -0.6, -0.1], [0.7, -1.0, -0.3], [-0.6, 1.3, -1.2], [3.2, -0.2, 0.2], [0.3, -0.5, 0.1], [0.1, 0.2, -0.1], [-0.4, 0.7, 0.0], [-0.6, -0.2, -0.8], [0.4, -0.2, 1.2], [-0.9, -0.2, 0.4], [-1.1, 0.4, -0.1], [-0.8, -0.4, 0.3], [-0.2, 0.4, 0.3], [0.0, 0.7, 0.4], [-0.2, -0.9, 0.1], [1.4, -0.1, -1.3], [-1.3, -0.1, 0.9], [0.0, 0.7, -0.1], [0.2, 0.0, -0.1], [0.2, -0.1, 0.3], [0.2, 0.0, -0.7], [0.4, 0.2, 0.3], [-1.2, -0.2, 0.1], [-0.2, -0.1, 0.3], [0.6, -0.1, -0.2]], "lowdin_charge": [-0.048, -0.407, -0.223, -0.206, -0.112, 0.042, 0.100, 0.039, 0.082, 0.151, 0.127, 0.126, 0.096, 0.090, 0.090, 0.100, 0.080, -0.083, -0.344, -0.232, -0.196, -0.123, 0.073, 0.064, 0.086, 0.081, 0.130, 0.124, 0.136, 0.109, 0.088, 0.072, 0.072, 0.054, -0.040, -0.477, -0.234, -0.168, -0.112, 0.049, 0.069, 0.055, 0.080, 0.137, 0.127, 0.109, 0.076, 0.084, 0.056, 0.066, 0.083, -0.044, -0.467, -0.200, -0.181, -0.129, 0.048, 0.080, 0.065, 0.075, 0.109, 0.099, 0.123, 0.074, 0.107, 0.076, 0.091, 0.088, -0.045, -0.410, -0.210, -0.191, -0.108, 0.059, 0.049, 0.081, 0.088, 0.129, 0.102, 0.116, 0.079, 0.093, 0.079, 0.053, 0.060, -0.005, -0.478, -0.132, -0.131, -0.139, -0.538, -0.052, -0.038, -0.021, -0.024, -0.023, 0.067, 0.053, 0.084, 0.092, 0.095, 0.093, 0.080, 0.122, 0.111, 0.090, 0.096, 0.070, 0.071, 0.072, 0.093, 0.091, 0.051, 0.079, 0.082, -0.002, -0.428, -0.152, -0.140, -0.108, -0.502, -0.088, -0.095, -0.027, -0.007, 0.008, 0.041, 0.058, 0.065, 0.113, 0.116, 0.067, 0.101, 0.136, 0.119, 0.089, 0.069, 0.070, 0.060, 0.083, 0.047, 0.063, 0.062, 0.053, 0.051, -0.037, -0.525, -0.150, -0.154, -0.137, -0.490, -0.100, -0.029, -0.027, -0.032, -0.035, 0.070, 0.100, 0.092, 0.123, 0.121, 0.113, 0.091, 0.107, 0.098, 0.095, 0.054, 0.072, 0.093, 0.074, 0.067, 0.072, 0.076, 0.091, 0.111, 0.002, -0.476, -0.162, -0.183, -0.137, -0.486, -0.053, -0.052, -0.044, -0.023, -0.020, 0.041, 0.081, 0.048, 0.118, 0.113, 0.095, 0.115, 0.133, 0.124, 0.069, 0.077, 0.094, 0.108, 0.056, 0.037, 0.085, 0.060, 0.069, 0.063, -0.015, -0.460, -0.123, -0.156, -0.116, -0.480, -0.077, -0.060, 0.002, -0.043, -0.029, 0.062, 0.093, 0.070, 0.091, 0.110, 0.104, 0.081, 0.100, 0.090, 0.054, 0.062, 0.068, 0.094, 0.075, 0.087, 0.074, 0.062, 0.081, 0.123, 0.001, -0.480, -0.129, -0.170, -0.166, -0.431, -0.065, -0.022, -0.002, -0.029, -0.045, 0.031, 0.078, 0.086, 0.122, 0.106, 0.105, 0.086, 0.098, 0.116, 0.056, 0.067, 0.074, 0.085, 0.009, 0.099, 0.075, 0.086, 0.090, 0.075, -0.017, -0.488, -0.137, -0.190, -0.141, -0.467, -0.045, -0.024, -0.025, -0.029, -0.002, 0.085, 0.078, 0.065, 0.112, 0.094, 0.113, 0.056, 0.111, 0.091, 0.055, 0.097, 0.075, 0.085, 0.073, 0.072, 0.078, 0.055, 0.049, 0.066, -0.042, -0.483, -0.076, -0.084, 0.073, 0.056, 0.080, 0.117, 0.054, 0.088, 0.070, 0.023, -0.026, -0.485, -0.068, -0.076, 0.063, 0.067, 0.082, 0.107, 0.091, 0.106, 0.056, 0.108], "spin_multiplicity": 1, "max_force_ha_per_bohr": 0.062, "gap_ev": 8.28, "e_tot_ha": -5223.39914, "e_lumo_ev": 0.2}